Record 1
Below is C12H26F6GeN3O4S2V as an isolated structure at a distorted geometry, with properties calculated with wB97M-V/def2-TZVPD.

```
! RIJCOSX wB97M-V def2-TZVPD def2/J DEFGRID3
* xyz -1 2
V 0.25 -0.14 0.11
C -0.13 0.48 2.88
N 0.40 -0.66 2.12
C 1.74 -1.01 2.60
C -0.53 -1.80 2.19
C -0.18 -2.85 1.14
N -0.05 -2.24 -0.19
C 0.82 -3.05 -1.05
C -1.36 -2.14 -0.86
H -0.22 0.23 3.95
H -1.10 0.75 2.50
H 0.54 1.33 2.75
H 1.70 -1.36 3.64
H 2.37 -0.13 2.53
H 2.18 -1.78 1.97
H -1.53 -1.41 1.99
H -0.53 -2.25 3.19
H -0.95 -3.63 1.15
H 0.77 -3.31 1.40
H 0.39 -4.05 -1.21
H 1.80 -3.15 -0.59
H 0.93 -2.54 -2.00
H -1.78 -3.13 -1.06
H -1.26 -1.59 -1.79
H -2.06 -1.60 -0.24
F -2.55 3.36 0.90
C -2.08 3.08 -0.33
F -1.15 4.03 -0.60
F -3.07 3.27 -1.21
S -1.25 1.37 -0.46
O -0.05 1.85 0.31
O -1.31 1.30 -1.92
N -2.38 0.58 0.54
S -3.83 0.36 -0.03
O -3.90 -0.44 -1.22
O -4.74 1.45 0.11
C -4.47 -0.82 1.28
F -3.69 -1.92 1.44
F -4.57 -0.25 2.49
F -5.68 -1.25 0.92
C 4.51 1.15 -2.13
Ge 2.58 1.42 -1.63
C 1.70 1.65 -3.41
C 2.55 3.18 -0.72
C 1.89 -0.17 -0.77
H 4.85 1.94 -2.80
H 4.63 0.19 -2.65
H 5.15 1.14 -1.25
H 2.09 2.52 -3.94
H 0.62 1.76 -3.26
H 1.87 0.76 -4.01
H 2.78 3.98 -1.43
H 3.29 3.21 0.09
H 1.56 3.36 -0.30
H 2.48 -1.02 -1.14
*
```

As for the total energy: -145702.5268 eV. The expectation value of S² is 1.100. The calculation puts the LUMO energy (alpha / beta) at 0.08410 / 0.08407 Eh.

***

Record 2
Below is C12H26GaNO2P2 as an isolated structure at a distorted geometry, with properties calculated with wB97M-V/def2-TZVPD.

```
! RIJCOSX wB97M-V def2-TZVPD def2/J DEFGRID3
* xyz 2 1
Ga -0.08 0.09 1.12
P 2.13 -0.72 1.11
C 2.31 -0.92 -0.70
C 1.05 -1.48 -1.33
N -0.12 -1.15 -0.76
C -1.29 -1.38 -1.40
C -1.32 -2.22 -2.51
C -0.13 -2.70 -3.04
C 1.08 -2.29 -2.47
C -2.52 -0.69 -0.88
P -2.08 0.76 0.17
H 2.04 -2.58 -2.87
H -2.29 -2.47 -2.94
H -0.13 -3.37 -3.89
H -3.14 -0.32 -1.71
H -3.14 -1.38 -0.29
H 2.50 0.12 -1.10
H 3.17 -1.58 -0.91
H 0.81 3.31 -0.86
O 1.43 2.59 -1.23
H 2.17 3.12 -1.59
H -0.22 4.30 0.96
O -0.23 4.37 -0.02
H -0.74 5.19 -0.22
C -1.87 2.12 -0.99
H -2.79 2.25 -1.58
H -1.64 3.05 -0.45
H -1.02 1.91 -1.65
C -3.49 1.13 1.22
H -3.32 2.10 1.71
H -4.41 1.18 0.62
H -3.60 0.36 1.99
C 2.31 -2.40 1.79
H 3.31 -2.80 1.54
H 2.21 -2.36 2.88
H 1.54 -3.07 1.39
C 3.56 0.23 1.65
H 3.41 0.53 2.70
H 4.47 -0.38 1.58
H 3.66 1.12 1.03
C -0.80 -0.78 2.76
H 0.02 -0.90 3.49
H -1.23 -1.77 2.54
H -1.57 -0.13 3.19
*
```

As for the total energy: -89391.5538 eV. The calculation puts the LUMO energy at -0.26294 Eh.

***

Record 3
Below is a 3-piece molecular cluster, C12H26N3O6 overall at a distorted geometry, with properties calculated with wB97M-V/def2-TZVPD.

```
! RIJCOSX wB97M-V def2-TZVPD def2/J DEFGRID3
* xyz 1 1
C 3.12 -3.21 1.28
C 3.25 -1.84 0.96
C 1.86 -1.06 0.75
N 1.98 0.42 0.95
C 0.74 0.97 0.28
C -0.17 1.74 1.35
C 0.32 1.12 2.74
O -0.21 -0.11 3.21
C -1.63 -0.24 2.96
C -1.94 -1.23 1.73
C -2.93 -0.60 0.64
O -2.57 -2.47 2.19
C 1.88 0.95 2.37
H 2.28 -3.46 2.01
H 3.74 -4.02 0.82
H 4.26 -1.34 0.85
H 1.53 -1.34 -0.31
H 1.16 -1.49 1.54
H 2.77 0.78 0.38
H 0.96 1.78 -0.50
H 0.05 0.27 -0.27
H 0.14 2.83 1.19
H -1.28 1.79 1.19
H 0.34 2.01 3.45
H -2.08 -0.77 3.87
H -2.19 0.74 2.88
H -0.99 -1.56 1.19
H -2.67 -1.07 -0.36
H -3.98 -0.85 0.97
H -2.86 0.52 0.54
H -2.22 -3.18 1.62
H 2.57 0.46 3.12
H 2.25 2.03 2.37
C -4.23 -1.07 -3.14
N -2.85 -0.76 -3.61
O -2.25 0.12 -3.03
O -2.43 -1.42 -4.54
H -4.48 -0.41 -2.31
H -4.91 -0.90 -3.98
H -4.25 -2.11 -2.83
C 2.86 2.44 -4.07
N 2.17 2.75 -2.79
O 1.54 3.78 -2.73
O 2.29 1.93 -1.88
H 2.67 3.24 -4.77
H 3.92 2.35 -3.86
H 2.46 1.50 -4.44
*
```

As for the total energy: -29604.7433 eV. The calculation puts the LUMO energy at -0.10588 Eh.

***

Record 4
Below is C12H26N3O8P3Sn as an isolated structure at a distorted geometry, with properties calculated with wB97M-V/def2-TZVPD.

```
! RIJCOSX wB97M-V def2-TZVPD def2/J DEFGRID3
* xyz 0 1
Sn 0.15 0.28 3.30
O 4.60 0.18 2.47
P 3.20 0.79 2.95
O 3.26 1.56 4.30
O 2.18 -0.39 2.84
O 2.87 1.79 1.77
P 1.65 2.95 1.91
O 1.98 3.69 3.27
O 1.57 3.74 0.67
O 0.45 2.00 2.07
H 5.30 0.60 3.05
H 2.43 3.00 3.89
O -0.54 -0.71 1.59
P -0.63 -0.63 0.05
N -0.89 -2.18 -0.47
C -1.37 -2.55 -1.77
C -1.18 -4.11 -1.82
C -1.33 -4.55 -0.34
C -1.07 -3.30 0.52
N -1.92 0.40 -0.12
C -2.80 0.59 -1.27
C -3.10 2.13 -1.32
C -3.24 2.40 0.23
C -2.20 1.43 0.88
N 0.69 0.01 -0.79
C 0.67 1.21 -1.54
C 2.16 1.54 -1.93
C 2.97 0.26 -1.47
C 1.93 -0.75 -0.89
H -0.78 -2.00 -2.51
H -2.47 -2.35 -1.89
H -0.23 -4.48 -2.26
H -1.97 -4.59 -2.46
H -0.76 -5.44 -0.08
H -2.41 -4.80 -0.08
H -0.12 -3.38 1.14
H -1.83 -2.99 1.26
H -3.76 0.08 -1.08
H -2.31 0.21 -2.20
H -4.00 2.38 -1.88
H -2.26 2.65 -1.74
H -4.25 2.21 0.62
H -3.12 3.45 0.43
H -2.64 1.00 1.77
H -1.36 2.04 1.20
H 0.23 2.02 -0.94
H 0.10 1.10 -2.50
H 2.54 2.45 -1.43
H 2.18 1.53 -3.04
H 3.67 0.50 -0.66
H 3.60 -0.18 -2.32
H 2.24 -1.15 0.11
H 1.92 -1.64 -1.52
*
```

As for the total energy: -67424.7057 eV. The calculation puts the LUMO energy at 0.01367 Eh.

***

Record 5
Below is C12H26NO2P2V as an isolated structure at a distorted geometry, with properties calculated with wB97M-V/def2-TZVPD.

```
! RIJCOSX wB97M-V def2-TZVPD def2/J DEFGRID3
* xyz 1 4
V -0.06 0.11 1.20
P -2.33 0.09 0.77
C -2.16 0.41 -1.01
C -0.93 1.10 -1.43
N 0.17 0.88 -0.65
C 1.40 1.19 -1.08
C 1.58 1.87 -2.28
C 0.47 2.18 -3.06
C -0.79 1.78 -2.64
C 2.55 0.76 -0.19
P 2.34 -0.82 0.74
H -1.69 1.96 -3.24
H 2.60 2.15 -2.57
H 0.59 2.73 -3.99
H 3.43 0.58 -0.82
H 2.82 1.56 0.53
H -2.08 -0.89 -1.68
H -3.08 0.83 -1.46
H -0.82 -2.35 -1.15
O -1.88 -1.89 -2.04
H -2.08 -1.93 -2.99
H 1.01 -1.43 0.98
O -0.24 -2.43 -0.28
H -0.28 -3.35 0.04
C 2.93 -2.12 -0.35
H 3.87 -1.81 -0.82
H 3.09 -3.03 0.25
H 2.16 -2.31 -1.10
C 3.26 -0.80 2.27
H 2.94 -1.68 2.86
H 4.33 -0.87 2.05
H 3.04 0.11 2.84
C -3.34 1.39 1.50
H -4.31 1.43 1.00
H -3.47 1.15 2.56
H -2.83 2.35 1.42
C -3.23 -1.46 0.93
H -3.43 -1.62 2.00
H -4.17 -1.40 0.36
H -2.61 -2.28 0.55
C 0.28 1.77 2.33
H 1.30 1.73 2.75
H -0.49 1.67 3.12
H 0.12 2.69 1.76
*
```

As for the total energy: -62707.6492 eV. The expectation value of S² is 3.776. The calculation puts the LUMO energy (alpha / beta) at -0.12045 / -0.12683 Eh.

***

Record 6
Below is C12H26NO5P2RhS as an isolated structure at a distorted geometry, with properties calculated with wB97M-V/def2-TZVPD.

```
! RIJCOSX wB97M-V def2-TZVPD def2/J DEFGRID3
* xyz 2 5
Rh 0.08 -0.20 0.70
P -2.18 0.22 0.33
C -2.05 0.63 -1.39
C -0.83 1.12 -1.88
N 0.33 0.87 -1.15
C 1.54 1.25 -1.56
C 1.70 1.98 -2.75
C 0.58 2.29 -3.52
C -0.67 1.87 -3.10
C 2.71 0.87 -0.67
P 2.35 -0.62 0.40
H -1.57 2.08 -3.67
H 2.70 2.29 -3.06
H 0.68 2.85 -4.44
H 3.61 0.69 -1.27
H 2.93 1.73 -0.01
H -2.21 -1.46 -3.29
H -2.96 0.88 -1.93
H -0.61 -3.86 -1.81
O -1.99 -2.36 -3.58
H -2.63 -2.60 -4.25
H -0.22 -1.67 1.21
O -0.13 -4.27 -1.09
H 0.59 -3.70 -0.85
C 2.85 -2.00 -0.71
H 3.90 -1.88 -1.03
H 2.77 -2.98 -0.20
H 2.22 -2.05 -1.62
C 3.67 -0.55 1.68
H 3.66 -1.46 2.31
H 4.67 -0.47 1.21
H 3.53 0.32 2.35
C -2.96 1.68 1.13
H -3.94 1.90 0.68
H -3.10 1.51 2.21
H -2.32 2.57 1.01
C -3.35 -1.18 0.51
H -3.56 -1.38 1.57
H -4.30 -0.96 0.00
H -2.92 -2.09 0.07
C -1.08 1.05 4.60
S 0.39 0.97 3.35
O 1.40 1.93 3.79
O 0.81 -0.39 3.30
O -0.09 1.46 1.85
H -0.70 0.62 5.55
H -1.93 0.44 4.25
H -1.39 2.08 4.77
*
```

As for the total energy: -56995.6850 eV. The expectation value of S² is 6.049. The calculation puts the LUMO energy (alpha / beta) at -0.25815 / -0.38285 Eh.

***

Record 7
Below is C12H26NO5P2SSn as an isolated structure at a distorted geometry, with properties calculated with wB97M-V/def2-TZVPD.

```
! RIJCOSX wB97M-V def2-TZVPD def2/J DEFGRID3
* xyz 3 1
Sn 0.32 0.18 0.81
P 2.47 -1.04 0.79
C 2.42 -1.49 -0.91
C 1.17 -1.71 -1.57
N -0.01 -1.28 -0.99
C -1.19 -1.43 -1.62
C -1.26 -2.20 -2.78
C -0.12 -2.70 -3.38
C 1.11 -2.41 -2.82
C -2.44 -0.77 -1.05
P -2.31 0.92 -0.41
H 2.04 -2.73 -3.28
H -2.26 -2.38 -3.17
H -0.20 -3.31 -4.29
H -3.19 -0.71 -1.85
H -2.83 -1.41 -0.23
H 3.72 2.42 -3.79
H 3.33 -1.64 -1.50
H -0.40 4.81 -1.18
O 3.82 2.19 -2.89
H 4.73 1.88 -2.81
H -1.26 0.93 0.66
O 0.22 4.96 -1.90
H 0.93 4.30 -1.75
C -2.48 2.05 -1.78
H -3.42 1.83 -2.30
H -2.51 3.09 -1.43
H -1.65 1.96 -2.50
C -3.62 1.21 0.78
H -3.52 2.23 1.15
H -4.58 1.07 0.27
H -3.50 0.52 1.62
C 2.21 -2.48 1.90
H 3.11 -3.11 1.93
H 1.96 -2.13 2.91
H 1.38 -3.09 1.52
C 3.86 0.00 1.36
H 3.51 0.54 2.25
H 4.75 -0.59 1.62
H 4.12 0.73 0.57
C -1.80 0.40 4.46
S -0.31 -0.18 3.65
O 0.41 1.02 3.09
O 0.43 -1.03 4.54
O -0.82 -0.96 2.41
H -1.57 0.76 5.47
H -2.50 -0.45 4.53
H -2.24 1.23 3.89
*
```

As for the total energy: -59807.0749 eV. The calculation puts the LUMO energy (alpha / beta) at -0.47561 / -0.44623 Eh.

***

Record 8
Below is C12H26OPtS5 as an isolated structure, with properties calculated with wB97M-V/def2-TZVPD.

```
! RIJCOSX wB97M-V def2-TZVPD def2/J DEFGRID3
* xyz 2 1
Pt -0.11 0.57 -0.30
C 2.44 2.43 -0.85
C 1.29 3.34 -0.46
S -0.24 2.66 -1.19
C -1.51 3.31 -0.05
C -2.74 2.41 -0.12
S -2.37 0.63 0.09
C -2.44 0.31 1.89
C -1.17 0.64 2.67
S 0.19 -0.33 1.95
C 1.68 0.67 2.30
C 2.72 0.38 1.23
S 2.17 0.66 -0.49
H 3.38 2.74 -0.41
H 2.58 2.44 -1.94
H 1.45 4.34 -0.85
H 1.16 3.40 0.62
H -1.77 4.33 -0.35
H -1.08 3.33 0.95
H -3.21 2.47 -1.10
H -3.49 2.70 0.62
H -2.64 -0.77 1.94
H -3.32 0.81 2.29
H -1.31 0.34 3.71
H -0.93 1.70 2.64
H 2.08 0.39 3.27
H 1.39 1.72 2.33
H 3.00 -0.67 1.23
H 3.62 0.97 1.38
C -0.80 -4.03 0.75
C -0.35 -3.81 -0.69
S 0.33 -2.16 -0.88
O 1.55 -2.12 -0.01
C 0.87 -2.21 -2.60
C -0.29 -2.12 -3.58
H -1.10 -5.07 0.87
H -1.65 -3.41 1.00
H 0.01 -3.84 1.44
H -1.16 -3.92 -1.40
H 0.48 -4.47 -0.97
H 1.47 -3.11 -2.72
H 1.54 -1.35 -2.69
H -0.94 -2.99 -3.52
H 0.11 -2.09 -4.59
H -0.88 -1.22 -3.42
*
```

As for the total energy: -72322.3840 eV. The calculation puts the LUMO energy at -0.27043 Eh.

***

Question: What is the formula in the eighth record?
Answer: C12H26OPtS5